[1]
Computed, not measured: a 14-piece molecular cluster, C53H86F3N11O9 overall in a non-equilibrium geometry, with ωB97M-V with the def2-TZVPD basis set.

Summary:
- calculated total energy (a.u.) = -3650.0298
- frontier orbital gap (eV) = 10.829
- HOMO level (eV) = -10.9
- LUMO level (hartree) = -0.001

Structure (ORCA input):
```
! wB97M-V def2-TZVPD RIJCOSX def2/J DEFGRID3
* xyz 0 1
C 8.7835 -3.8158 -5.4100
C 8.9026 -2.5465 -4.5358
C 9.6744 -2.6830 -3.2395
C 11.1281 -2.9879 -3.3017
N 12.3150 -3.2378 -3.3072
H 8.5759 -4.6769 -4.7747
H 9.6615 -3.9929 -6.0312
H 7.9259 -3.8034 -6.0826
H 7.9154 -2.0933 -4.4456
H 9.4353 -1.9384 -5.2669
H 9.1676 -3.3902 -2.5829
H 9.7339 -1.7024 -2.7673
C 0.0064 1.0540 2.0820
C 1.1072 2.0616 1.6316
C 1.0186 2.4034 0.1146
C -0.2739 2.8682 -0.2904
N -1.3457 3.2412 -0.5931
H 0.1326 0.2092 1.4050
H -0.9588 1.5408 1.9418
H 0.1226 0.7441 3.1206
H 2.1002 1.6524 1.8173
H 1.0155 2.9641 2.2359
H 1.3332 1.4689 -0.3500
H 1.8643 3.0796 -0.0102
C 2.8278 -3.9975 -4.0572
C 4.1716 -3.2762 -3.8124
C 5.1061 -3.9386 -2.7455
C 5.4438 -5.3426 -3.0384
N 5.7229 -6.4151 -3.3224
H 3.0590 -5.0502 -4.2201
H 2.2231 -3.6288 -4.8858
H 2.1303 -4.0799 -3.2237
H 3.8979 -2.2880 -3.4428
H 4.6762 -3.1241 -4.7665
H 4.7260 -3.8036 -1.7329
H 5.9805 -3.2903 -2.6892
C 14.0122 0.5689 -3.0714
C 12.7443 1.1274 -3.7576
C 12.4875 0.5405 -5.1494
C 11.8847 1.5003 -6.0283
N 11.4451 2.3442 -6.6832
H 14.2028 1.0401 -2.1072
H 14.9296 0.7456 -3.6328
H 13.9199 -0.5171 -3.0823
H 12.8839 2.2076 -3.7987
H 11.8522 0.8278 -3.2074
H 11.8081 -0.3055 -5.0457
H 13.3692 0.1493 -5.6570
C -1.3273 -1.4385 -1.5072
C -0.4454 -0.4173 -2.3687
C 1.0389 -0.6557 -2.7348
C 1.8822 -0.9148 -1.6006
N 2.5315 -1.1420 -0.7111
H -0.9217 -1.5895 -0.5069
H -1.3053 -2.3888 -2.0406
H -2.3863 -1.1965 -1.4171
H -0.4407 0.5428 -1.8526
H -1.0645 -0.3286 -3.2615
H 1.5336 0.1638 -3.2562
H 1.1246 -1.5657 -3.3286
C 5.6005 -1.8318 1.4278
C 5.9034 -1.8459 2.9321
C 4.5112 -1.7822 3.6664
C 3.8941 -0.4964 3.7131
N 3.3360 0.4964 3.8268
H 5.0765 -0.8995 1.2173
H 4.9129 -2.6212 1.1241
H 6.5362 -1.7724 0.8721
H 6.5698 -1.0523 3.2701
H 6.3186 -2.8131 3.2152
H 4.5904 -2.1362 4.6942
H 3.7598 -2.4004 3.1752
C 10.8494 3.1817 -1.3584
C 10.1878 4.5908 -1.3043
C 8.7312 4.5518 -1.7762
C 8.1103 5.8900 -1.7378
N 7.6836 6.9666 -1.7160
H 10.4396 2.5246 -0.5914
H 11.9121 3.4023 -1.2586
H 10.8169 2.7991 -2.3786
H 10.6243 5.4276 -1.8495
H 10.1939 4.9562 -0.2774
H 8.1797 3.8303 -1.1733
H 8.7215 4.1368 -2.7841
C 4.4974 -0.6771 -5.8952
C 4.8446 0.1431 -7.1334
C 5.6986 1.3808 -6.8904
C 7.0744 1.2387 -6.3664
N 8.1291 1.1032 -5.9555
H 3.9768 0.0392 -5.2596
H 5.4408 -0.9433 -5.4185
H 3.8916 -1.5436 -6.1602
H 3.9396 0.3968 -7.6854
H 5.2512 -0.5787 -7.8417
H 5.2382 2.0863 -6.1987
H 5.8864 1.9754 -7.7843
C 11.6417 -4.6665 2.7581
C 10.1976 -4.3663 3.2304
C 9.0393 -4.7732 2.2583
C 9.2545 -4.5416 0.8718
N 9.4749 -4.3189 -0.2448
H 12.4468 -4.3269 3.4096
H 11.8333 -4.0678 1.8676
H 11.7742 -5.7170 2.4990
H 10.0988 -3.3127 3.4913
H 10.0873 -4.9835 4.1220
H 8.1478 -4.3825 2.7488
H 8.9582 -5.8600 2.2732
C 10.3572 -0.5504 4.3577
C 10.8306 -0.7015 2.8794
C 9.7822 -0.4854 1.8402
C 9.1601 0.8482 1.9445
N 8.7367 1.9098 1.9265
H 10.1548 0.4901 4.6117
H 11.1062 -0.8830 5.0764
H 9.4268 -1.0776 4.5686
H 11.2463 -1.6974 2.7268
H 11.6914 -0.0606 2.6889
H 8.9288 -1.1512 1.7127
H 10.2878 -0.6140 0.8831
C 4.0749 7.1596 -1.9115
C 4.2854 5.9806 -2.8941
C 3.0406 4.9877 -2.9114
C 3.3588 3.7910 -3.6515
N 3.6076 2.8558 -4.2589
H 3.6133 7.9606 -2.4889
H 4.9149 7.6942 -1.4679
H 3.5292 6.8083 -1.0358
H 5.0019 5.3718 -2.3425
H 4.7241 6.2331 -3.8594
H 2.1834 5.5198 -3.3241
H 2.8287 4.5703 -1.9271
C 5.3590 3.0551 2.6963
C 5.0450 2.8480 1.2337
O 5.9204 3.6482 0.5039
C 6.5142 4.5796 1.3592
O 7.1191 5.6234 0.9571
O 6.0603 4.3409 2.6280
F 3.8663 3.3325 0.9241
H 6.0075 2.2748 3.0947
H 4.4320 3.1243 3.2656
H 5.1301 1.7883 0.9931
C 6.7894 1.9809 -2.9834
C 6.0439 0.9229 -2.1062
O 7.0816 0.4215 -1.3706
C 8.2399 0.6778 -1.8490
O 9.2668 0.1341 -1.5008
O 8.0876 1.4833 -2.8735
F 5.6523 0.0250 -2.9551
H 6.7427 2.9323 -2.4535
H 6.5280 2.0257 -4.0406
H 5.1562 1.3899 -1.6796
C 9.1058 4.5153 -5.9513
C 8.8297 4.9728 -7.3413
O 7.5133 5.4262 -7.3459
C 6.9303 5.0521 -6.1762
O 5.7014 5.1491 -5.9575
O 7.8002 4.4842 -5.3783
F 8.9217 3.9420 -8.1875
H 9.7244 5.2394 -5.4211
H 9.6136 3.5522 -6.0029
H 9.5762 5.6915 -7.6793
*
```

Results of the Mulliken charge analysis, in e, for atoms 1 through 99: number 1, C, carries -1.644; number 2, C, carries 0.649; number 3, C, carries 1.076; number 4, C, carries -0.122; number 5, N, carries -0.672; number 6, H, carries 0.370; number 7, H, carries 0.395; number 8, H, carries 0.397; number 9, H, carries -0.327; number 10, H, carries 0.187; number 11, H, carries 0.524; number 12, H, carries -0.722; number 13, C, carries -1.253; number 14, C, carries -0.173; number 15, C, carries 1.604; number 16, C, carries 0.141; number 17, N, carries -0.564; number 18, H, carries 0.172; number 19, H, carries 0.419; number 20, H, carries 0.416; number 21, H, carries -0.171; number 22, H, carries 0.439; number 23, H, carries -0.518; number 24, H, carries -0.474; number 25, C, carries -1.651; number 26, C, carries 0.535; number 27, C, carries 0.349; number 28, C, carries 0.089; number 29, N, carries -0.496; number 30, H, carries 0.461; number 31, H, carries 0.379; number 32, H, carries 0.342; number 33, H, carries -0.126; number 34, H, carries 0.160; number 35, H, carries 0.189; number 36, H, carries -0.145; number 37, C, carries -1.563; number 38, C, carries 0.575; number 39, C, carries 0.107; number 40, C, carries 0.096; number 41, N, carries -0.519; number 42, H, carries 0.364; number 43, H, carries 0.422; number 44, H, carries 0.320; number 45, H, carries 0.410; number 46, H, carries -0.455; number 47, H, carries -0.141; number 48, H, carries 0.388; number 49, C, carries -1.221; number 50, C, carries -0.324; number 51, C, carries 0.171; number 52, C, carries 0.135; number 53, N, carries -0.485; number 54, H, carries 0.275; number 55, H, carries 0.355; number 56, H, carries 0.387; number 57, H, carries -0.038; number 58, H, carries 0.395; number 59, H, carries 0.226; number 60, H, carries 0.166; number 61, C, carries -0.717; number 62, C, carries 0.350; number 63, C, carries -0.908; number 64, C, carries 0.338; number 65, N, carries -0.521; number 66, H, carries 0.006; number 67, H, carries 0.397; number 68, H, carries 0.217; number 69, H, carries 0.248; number 70, H, carries -0.137; number 71, H, carries 0.454; number 72, H, carries 0.318; number 73, C, carries -0.320; number 74, C, carries -1.091; number 75, C, carries 3.048; number 76, C, carries -0.282; number 77, N, carries -0.670; number 78, H, carries -0.034; number 79, H, carries 0.494; number 80, H, carries -0.172; number 81, H, carries 0.533; number 82, H, carries 0.404; number 83, H, carries -0.873; number 84, H, carries -0.889; number 85, C, carries 0.285; number 86, C, carries -1.427; number 87, C, carries -0.047; number 88, C, carries 0.210; number 89, N, carries -0.343; number 90, H, carries -0.008; number 91, H, carries -0.410; number 92, H, carries 0.469; number 93, H, carries 0.435; number 94, H, carries 0.448; number 95, H, carries -0.085; number 96, H, carries 0.585; number 97, C, carries -1.380; number 98, C, carries 0.069; number 99, C, carries -0.178

***

[2]
Computed, not measured: a 14-piece molecular cluster, C53H98N9O28 overall in a non-equilibrium geometry, with ωB97M-V with the def2-TZVPD basis set.

Summary:
- calculated total energy (a.u.) = -4677.1124
- frontier orbital gap (eV) = 6.412
- HOMO level (eV) = -10.4
- LUMO level (hartree) = -0.146

Structure (ORCA input):
```
! wB97M-V def2-TZVPD RIJCOSX def2/J DEFGRID3
* xyz 1 1
N 4.7642 2.6823 -1.8716
H 5.4153 2.0171 -2.2929
H 4.3708 2.2581 -0.9903
H 4.0329 2.8449 -2.5618
H 5.2367 3.5752 -1.7286
C 0.1510 -1.7913 -0.9833
N 1.1029 -0.8026 -0.3308
C 2.1506 -1.5570 0.4192
C 1.7720 -0.0490 -1.4441
C 0.5105 0.1728 0.6587
C -0.2755 1.3593 0.1062
O -1.4300 0.9362 -0.5914
H -0.8118 -1.3710 -1.2608
H -0.0648 -2.4339 -0.1252
H 0.6405 -2.2728 -1.8226
H 2.9247 -0.8842 0.7941
H 2.5996 -2.2172 -0.3167
H 1.7303 -1.9911 1.3228
H 2.6148 0.4803 -0.9926
H 1.2049 0.7072 -1.9896
H 2.1074 -0.7273 -2.2307
H 1.3014 0.5868 1.2824
H -0.1279 -0.4407 1.2957
H 0.3824 2.0870 -0.3839
H -0.6869 1.9987 0.9005
H -1.8098 1.7682 -0.9213
C 4.7765 0.2745 1.9407
C 4.5509 0.9190 0.5860
O 3.5320 1.6523 0.4134
O 5.3247 0.6044 -0.3450
H 3.9708 0.0726 2.6490
H 5.4001 0.9667 2.5139
H 5.2306 -0.6996 1.7638
C 0.5861 -5.5277 -1.5653
N 1.8726 -4.9763 -1.1555
O 1.9577 -4.5183 -0.0354
O 2.7355 -4.8815 -1.9964
H -0.1002 -4.7390 -1.2385
H 0.3686 -6.4658 -1.0624
H 0.3294 -5.5979 -2.6197
C -6.2952 2.3448 -2.2788
N -5.5516 1.7504 -1.1504
O -4.3406 1.7514 -1.2017
O -6.1757 1.3909 -0.1710
H -7.3601 2.2679 -2.0812
H -6.1040 1.7632 -3.1782
H -6.0084 3.3783 -2.4421
C 7.0919 -4.4455 3.4824
C 5.5735 -4.7047 3.5464
C 4.9648 -4.5420 2.1562
O 3.6098 -4.1648 2.0684
C 3.1580 -3.0991 2.8833
N 5.4915 -6.0796 4.0587
H 7.5871 -4.9891 2.6739
H 7.5739 -4.7316 4.4135
H 7.2510 -3.3864 3.2595
H 5.1403 -4.0101 4.2652
H 5.0913 -5.4921 1.6306
H 5.5255 -3.8377 1.5208
H 2.1074 -2.9044 2.6761
H 3.7592 -2.1943 2.7781
H 3.2030 -3.4513 3.9167
H 4.5383 -6.3991 3.8757
H 6.0446 -6.7440 3.5279
C -9.0566 -1.8901 -2.3564
C -7.6513 -1.2678 -2.4392
C -6.5905 -1.8339 -1.4766
O -5.3558 -1.2684 -1.8025
C -4.3036 -1.7406 -0.9774
N -7.1891 -1.2232 -3.8275
H -9.6338 -1.5622 -3.2172
H -9.4978 -1.5365 -1.4286
H -8.8930 -2.9634 -2.4765
H -7.7704 -0.1982 -2.2238
H -6.5924 -2.9118 -1.7082
H -6.8596 -1.6917 -0.4246
H -4.6259 -1.5483 0.0537
H -3.3741 -1.2090 -1.1588
H -4.2140 -2.8301 -1.0317
H -6.2396 -0.8637 -3.8438
H -7.0897 -2.1470 -4.2443
C -3.5284 0.3902 2.0731
C -3.8710 0.8123 3.4851
C -5.0758 0.0750 4.0477
O -5.4204 0.5595 5.3377
C -5.7004 1.9435 5.3727
N -2.6327 0.6296 4.2562
H -2.8846 1.0240 1.4650
H -4.3867 0.3869 1.3846
H -3.2608 -0.6739 2.0082
H -3.9985 1.8838 3.3122
H -4.9081 -1.0021 4.0599
H -5.9570 0.2279 3.4121
H -4.7531 2.4958 5.3748
H -6.0671 2.2408 6.3563
H -6.3883 2.2582 4.5883
H -2.1197 -0.1860 3.9304
H -2.8267 0.3747 5.2255
C 0.9236 -5.7866 3.0281
C 0.9274 -4.2631 3.0840
C -0.4239 -3.6710 2.7203
O -0.8555 -4.2080 1.4664
C -2.1411 -3.7877 1.1007
N 1.2905 -3.8457 4.4682
H 1.8595 -6.2160 3.3832
H 0.8696 -6.0684 1.9770
H 0.1146 -6.1267 3.6769
H 1.7598 -3.9236 2.4651
H -0.4121 -2.5733 2.6896
H -1.1892 -3.9964 3.4363
H -2.2681 -2.6999 1.1587
H -2.9666 -4.2945 1.6096
H -2.3193 -4.0135 0.0447
H 1.4159 -2.8407 4.4141
H 0.5772 -4.1124 5.1342
C 1.5958 -2.7672 -6.8140
C 2.2437 -3.0463 -5.4702
C 3.2464 -1.9186 -5.0856
O 3.6000 -2.0335 -3.7176
C 4.7232 -1.2140 -3.4482
N 1.2459 -3.3064 -4.4324
H 1.0623 -1.8171 -6.9079
H 1.0548 -3.5407 -7.3534
H 2.4599 -2.6107 -7.4800
H 2.8125 -3.9717 -5.6054
H 2.7009 -0.9755 -5.2341
H 4.0783 -1.9478 -5.7907
H 5.5602 -1.4350 -4.1189
H 5.1999 -1.2990 -2.4709
H 4.3671 -0.1825 -3.5828
H 0.5352 -2.5824 -4.4805
H 1.8460 -3.2192 -3.6119
C 2.5919 0.5762 4.6259
C 3.4426 1.5655 4.9048
C 3.0303 3.0036 4.9589
O 3.8666 3.8774 5.0416
C 1.6008 3.2350 4.9299
C 0.7217 2.2681 4.6491
C 1.1822 0.8508 4.4079
O 0.4657 0.0162 3.8843
O -0.5920 2.5438 4.6071
O 4.7217 1.3153 5.2108
H 2.9292 -0.4510 4.6637
H 1.2407 4.2167 5.2082
H -1.0753 1.6730 4.6011
H 5.1742 2.1771 5.2765
C 0.2712 5.2185 -3.4907
C -0.2491 4.3204 -2.6370
C -1.2291 4.7151 -1.5625
O -1.7326 3.9626 -0.7661
C -1.5032 6.1630 -1.5503
C -0.9601 7.0582 -2.3734
C 0.0189 6.6490 -3.4424
O 0.7065 7.4967 -3.9610
O -1.1819 8.3671 -2.2073
O 0.0294 2.9993 -2.5851
H 0.8256 4.7211 -4.2820
H -2.2130 6.5988 -0.8555
H -1.0452 8.8559 -3.0312
H 0.8065 2.8620 -3.1438
C 0.3739 5.4387 2.1664
C 0.3047 6.7558 1.9961
C 1.3711 7.5307 1.2588
O 1.3298 8.7034 0.9907
C 2.5318 6.7074 0.7906
C 2.4723 5.3702 0.8057
C 1.4580 4.6482 1.6291
O 1.5704 3.4633 1.8612
O 3.4408 4.5935 0.2820
O -0.6662 7.5039 2.5469
H -0.4629 5.0457 2.7344
H 3.3424 7.2223 0.2943
H 3.2773 3.6603 0.5426
H -0.7903 8.3509 2.0984
C -2.9185 0.8461 -3.9874
C -2.9888 2.0715 -4.5467
C -1.8126 2.7489 -5.1481
O -1.8824 3.9237 -5.4517
C -0.6533 1.8923 -5.3831
C -0.6246 0.6537 -4.8521
C -1.6968 0.0384 -3.9765
O -1.6618 -1.0701 -3.5105
O 0.4154 -0.1996 -5.0199
O -4.1360 2.7317 -4.6349
H -3.7975 0.4579 -3.4883
H 0.1430 2.2395 -6.0300
H 1.1892 0.3054 -5.3046
H -3.9677 3.5607 -5.1240
*
```

Results of the Mulliken charge analysis, in e, for atoms 1 through 99: number 1, N, carries -0.026; number 2, H, carries 0.459; number 3, H, carries -0.499; number 4, H, carries 0.258; number 5, H, carries 0.384; number 6, C, carries 1.120; number 7, N, carries 1.026; number 8, C, carries 0.144; number 9, C, carries 0.661; number 10, C, carries 0.754; number 11, C, carries -1.435; number 12, O, carries 1.496; number 13, H, carries -0.372; number 14, H, carries -0.549; number 15, H, carries -0.018; number 16, H, carries -1.090; number 17, H, carries 0.912; number 18, H, carries -0.503; number 19, H, carries -0.047; number 20, H, carries -0.395; number 21, H, carries -0.271; number 22, H, carries -0.461; number 23, H, carries -0.207; number 24, H, carries -0.096; number 25, H, carries 0.820; number 26, H, carries -0.627; number 27, C, carries -0.591; number 28, C, carries 0.956; number 29, O, carries 0.170; number 30, O, carries -0.800; number 31, H, carries -0.500; number 32, H, carries 0.573; number 33, H, carries 0.317; number 34, C, carries -0.539; number 35, N, carries 0.790; number 36, O, carries -0.326; number 37, O, carries -0.521; number 38, H, carries -0.060; number 39, H, carries 0.310; number 40, H, carries 0.318; number 41, C, carries -1.063; number 42, N, carries 0.982; number 43, O, carries -0.451; number 44, O, carries -0.534; number 45, H, carries 0.382; number 46, H, carries 0.315; number 47, H, carries 0.277; number 48, C, carries -1.673; number 49, C, carries 1.068; number 50, C, carries -1.127; number 51, O, carries -0.216; number 52, C, carries -1.854; number 53, N, carries -0.809; number 54, H, carries 0.337; number 55, H, carries 0.422; number 56, H, carries 0.389; number 57, H, carries 0.263; number 58, H, carries 0.384; number 59, H, carries 0.297; number 60, H, carries -0.583; number 61, H, carries 0.521; number 62, H, carries 1.337; number 63, H, carries 0.263; number 64, H, carries 0.302; number 65, C, carries -1.510; number 66, C, carries 0.855; number 67, C, carries -0.760; number 68, O, carries 0.023; number 69, C, carries -0.874; number 70, N, carries -0.628; number 71, H, carries 0.415; number 72, H, carries 0.361; number 73, H, carries 0.355; number 74, H, carries -0.219; number 75, H, carries 0.315; number 76, H, carries 0.367; number 77, H, carries 0.248; number 78, H, carries 0.136; number 79, H, carries 0.475; number 80, H, carries 0.163; number 81, H, carries 0.297; number 82, C, carries -1.120; number 83, C, carries 0.582; number 84, C, carries -0.773; number 85, O, carries -0.423; number 86, C, carries -0.584; number 87, N, carries -0.286; number 88, H, carries 0.221; number 89, H, carries 0.034; number 90, H, carries -0.041; number 91, H, carries 0.276; number 92, H, carries 0.360; number 93, H, carries 0.376; number 94, H, carries 0.177; number 95, H, carries 0.289; number 96, H, carries 0.304; number 97, H, carries -0.100; number 98, H, carries 0.319; number 99, C, carries -1.751